{
  "formula": "C10H25Cl8NPS",
  "method": "ωB97M-V with the def2-TZVPD basis set",
  "lumo_energy_ev": -2.705,
  "orbital_gap_ev": 9.470,
  "charge": 1,
  "multiplicity": 1,
  "elements": ["C", "C", "S", "C", "P", "C", "C", "C", "N", "H", "H", "H", "H", "H", "H", "H", "H", "H", "H", "H", "H", "H", "H", "H", "H", "H", "C", "Cl", "Cl", "H", "H", "C", "Cl", "Cl", "H", "H", "C", "Cl", "Cl", "H", "H", "C", "Cl", "Cl", "H", "H"],
  "positions_angstrom": [[1.134052, -0.284337, -0.488584], [1.969737, -0.322586, -1.758417], [1.136446, -0.085155, -3.352834], [0.641725, 1.648861, -3.322304], [-1.126918, 1.934980, -3.157635], [-2.003141, 1.114563, -1.825422], [-2.868593, -0.104833, -2.200989], [-2.222585, -1.193667, -3.052400], [-3.248830, -2.171756, -3.396896], [1.685058, -0.733641, 0.344579], [0.196722, -0.826785, -0.618063], [0.893211, 0.721284, -0.131991], [2.393147, -1.319776, -1.899302], [2.791429, 0.396565, -1.704880], [1.147635, 2.183548, -2.514004], [0.951341, 2.106734, -4.267475], [-1.783331, 1.683112, -4.360117], [-1.264126, 3.307666, -2.947448], [-2.680504, 1.896334, -1.460859], [-1.302731, 0.909200, -1.013546], [-3.788566, 0.224618, -2.687772], [-3.148440, -0.572151, -1.251260], [-1.810607, -0.787413, -3.983455], [-1.371226, -1.627300, -2.508972], [-2.892169, -2.854153, -4.052044], [-3.537956, -2.676664, -2.568282], [3.663874, 3.015405, 0.743649], [2.135898, 3.132232, -0.171108], [3.477724, 2.083206, 2.221449], [4.398852, 2.534678, 0.109587], [3.968030, 4.022489, 1.000383], [2.370461, -2.874683, 2.583844], [3.085469, -1.260280, 2.430153], [2.916934, -3.719123, 4.031241], [1.294632, -2.748890, 2.642034], [2.649816, -3.463790, 1.718461], [-2.053911, -0.536158, 2.178018], [-1.546791, -2.051468, 1.426354], [-0.929133, 0.803617, 1.867449], [-3.019444, -0.264412, 1.767639], [-2.119238, -0.685599, 3.247787], [-0.021430, -0.026087, 6.516491], [0.758754, -1.293092, 5.560621], [-1.773659, -0.253105, 6.642115], [0.395331, -0.049980, 7.515773], [0.166981, 0.929489, 6.041606]],
  "forces_ev_per_angstrom": [[-0.18, 0.02, 0.02], [0.11, 0.22, 0.24], [-0.14, -0.19, -0.03], [0.29, 0.01, -0.12], [0.04, 0.05, 0.22], [-0.44, -0.03, 0.15], [0.20, -0.17, 0.05], [0.05, -0.15, 0.11], [0.10, 0.18, 0.02], [-0.07, -0.01, -0.26], [0.04, -0.12, 0.05], [0.09, -0.07, -0.40], [0.10, 0.08, 0.01], [0.03, -0.17, -0.04], [-0.05, -0.02, -0.01], [-0.06, 0.09, 0.12], [0.05, -0.02, -0.11], [-0.08, 0.09, -0.13], [0.13, -0.05, 0.10], [0.14, -0.04, -0.10], [0.06, 0.00, -0.02], [-0.16, 0.13, -0.05], [-0.08, 0.01, 0.02], [-0.01, 0.11, -0.04], [0.00, -0.03, -0.03], [-0.06, -0.06, 0.00], [0.11, 0.02, 0.07], [0.03, 0.14, 0.01], [-0.04, 0.03, -0.04], [-0.04, -0.03, -0.02], [-0.05, 0.02, -0.02], [-0.13, -0.06, 0.05], [0.10, -0.07, 0.05], [0.00, 0.02, -0.01], [0.01, -0.02, 0.02], [0.05, 0.04, -0.01], [-0.14, 0.13, 0.05], [0.06, -0.01, -0.07], [-0.13, -0.08, 0.13], [0.01, 0.00, 0.01], [0.09, -0.01, 0.08], [0.00, 0.06, 0.03], [-0.02, 0.01, -0.02], [0.04, 0.01, -0.08], [-0.01, -0.04, 0.01], [-0.02, -0.03, -0.03]],
  "mulliken_charge": [0.56, -0.55, -0.09, -0.42, 0.05, 0.30, -0.81, -0.31, -0.65, -0.41, 0.02, -0.09, 0.39, 0.32, 0.02, 0.51, 0.19, 0.16, 0.48, -0.35, 0.35, 0.29, 0.38, 0.18, 0.25, 0.23, -0.35, -0.14, -0.11, 0.23, 0.38, -0.23, -0.12, -0.14, 0.10, 0.36, -0.28, -0.16, -0.12, 0.34, 0.24, -0.36, -0.07, -0.16, 0.34, 0.25]
}